[1]
Molecular formula: C48H86O29S7
Method: DFT, wB97M-V/def2-TZVPD

Element x y z (Å)
C 4.24246 -2.61987 1.01270
C 4.92350 -1.88722 2.09435
C 6.39757 -2.07910 2.26235
O 6.88467 -0.80101 2.48389
C 5.98652 0.12211 1.96796
O 6.25137 1.30609 1.72370
O 4.82676 -0.48010 1.68711
H 4.51239 -3.67385 1.07874
H 4.39698 -2.29368 -0.01581
H 3.18339 -2.36796 1.06755
H 4.42338 -2.03740 3.05113
H 6.79431 -2.46346 1.32269
H 6.75063 -2.67331 3.10517
C 3.83331 1.69947 4.17097
C 2.51678 1.83106 5.00686
C 1.90934 3.22007 4.98638
O 0.54181 3.03485 4.76420
C 0.32044 1.77015 4.36781
O -0.77370 1.29605 4.11000
O 1.49643 1.05791 4.36499
H 3.62023 1.78160 3.10516
H 4.38072 0.76006 4.24803
H 4.51235 2.53124 4.35848
H 2.64775 1.50812 6.03965
H 2.25460 3.95858 4.26285
H 2.13034 3.72121 5.92877
C 1.60733 -0.02937 0.90829
C 0.14368 0.60543 0.87542
C -0.42585 1.15876 -0.41947
O -1.57039 0.38562 -0.66644
C -1.67491 -0.57456 0.20069
O -2.51811 -1.42464 0.18246
O -0.74560 -0.44014 1.13357
H 2.37917 0.70987 0.69408
H 1.64056 -0.87310 0.21901
H 2.06136 -0.35717 1.84344
H 0.01631 1.37744 1.63429
H 0.32262 1.18048 -1.21156
H -0.73538 2.18442 -0.21868
C 3.31546 -6.74027 -1.12813
C 2.58700 -5.57854 -1.79122
C 1.23972 -5.97042 -2.35433
O 0.37109 -4.88663 -2.00512
C 0.83823 -4.26371 -0.93021
O 0.25137 -3.38180 -0.31729
O 2.11404 -4.68593 -0.73430
H 3.90697 -7.24774 -1.89016
H 2.63677 -7.42394 -0.61817
H 3.98007 -6.31972 -0.37346
H 3.25960 -5.13530 -2.52554
H 0.95852 -6.97671 -2.04383
H 1.36625 -6.00323 -3.43647
C 2.02108 -3.61736 3.33973
C 1.20990 -4.75772 4.00798
C 1.33440 -6.11399 3.28842
O 1.45695 -7.10650 4.35287
C 1.73656 -6.46490 5.43209
O 1.95522 -6.96900 6.55702
O 1.83622 -5.09720 5.20197
H 2.99317 -3.91931 2.94990
H 2.26235 -2.92382 4.14527
H 1.48328 -3.05177 2.57883
H 0.15623 -4.54945 4.19378
H 2.11237 -6.13921 2.52539
H 0.36369 -6.22255 2.80465
O 1.54670 4.01206 1.62339
S 2.59689 4.08392 0.64217
O 2.69426 3.09590 -0.41162
C 2.64718 5.87379 -0.02701
C 3.69027 6.57176 0.86189
C 4.82430 5.55924 1.05339
C 4.14042 4.29367 1.52611
H 1.72959 6.46210 -0.02263
H 3.09711 5.76996 -1.01436
H 4.12577 7.40017 0.30316
H 3.20219 6.90073 1.77930
H 5.52553 5.96754 1.78118
H 5.25647 5.37967 0.06896
H 3.94865 4.35973 2.59707
H 4.73404 3.38508 1.42518
O 4.48950 -1.72974 -5.49622
S 3.00228 -1.82054 -5.40607
O 2.25073 -2.44095 -6.49373
C 2.64190 -2.72565 -3.77080
C 2.63529 -1.53621 -2.77867
C 1.94902 -0.26054 -3.40722
C 2.11973 -0.26663 -4.89258
H 3.42876 -3.47672 -3.70124
H 1.65988 -3.16128 -3.95506
H 2.20719 -1.87210 -1.83420
H 3.67655 -1.27443 -2.59068
H 2.44482 0.59749 -2.95327
H 0.91828 -0.22319 -3.05469
H 2.57284 0.59660 -5.38005
H 1.15686 -0.24288 -5.40289
O -3.11223 3.04997 -5.58530
S -2.53015 2.09393 -4.62944
O -1.09638 1.78465 -4.62801
C -3.03274 2.64145 -2.94848
C -4.24155 1.68688 -2.59030
C -4.00475 0.29899 -3.13240
C -3.54818 0.53248 -4.59000
H -3.18721 3.71832 -3.01630
H -2.13436 2.46234 -2.35778
H -4.25088 1.67337 -1.50042
H -5.25315 1.97962 -2.87149
H -4.89146 -0.32500 -3.02068
H -3.20327 -0.23309 -2.61993
H -4.49426 0.78101 -5.07092
H -3.02167 -0.16923 -5.23690
O -0.44053 4.26495 -2.19029
S 0.45400 5.01240 -3.06734
O 1.20656 6.18292 -2.64677
C 1.64170 3.73085 -3.72707
C 1.97072 4.24998 -5.19488
C 0.66696 4.79697 -5.74662
C -0.22609 5.45705 -4.70748
H 0.97514 2.89155 -3.92551
H 2.42806 3.54684 -2.99503
H 2.60725 5.13477 -5.18615
H 2.47762 3.50466 -5.80778
H 0.24110 3.98000 -6.32911
H 0.82380 5.44709 -6.60734
H -1.21748 5.00470 -4.68267
H -0.43079 6.51603 -4.86478
O -7.11540 0.65494 -1.62446
S -7.59719 0.16698 -0.36494
O -8.68499 0.90997 0.31632
C -8.08636 -1.60239 -0.65356
C -7.16475 -2.43409 0.27437
C -5.84383 -1.67094 0.43627
C -6.15461 -0.22071 0.70340
H -7.80313 -1.76667 -1.69322
H -9.16543 -1.73453 -0.57452
H -7.63312 -2.50645 1.25595
H -6.88792 -3.43407 -0.05957
H -5.39622 -1.73226 -0.55570
H -5.06545 -2.01936 1.11511
H -5.34455 0.47155 0.47392
H -6.53279 -0.04543 1.71056
O -1.78854 -4.74405 2.58518
S -2.40156 -5.73815 1.69863
O -1.78954 -7.06443 1.59602
C -4.19091 -5.92714 2.22924
C -4.96570 -5.23828 1.13354
C -4.21529 -5.31608 -0.22417
C -2.70937 -5.04828 0.02111
H -4.26202 -5.60767 3.26894
H -4.33725 -7.00365 2.14095
H -6.02018 -5.51252 1.10254
H -4.96030 -4.17602 1.37783
H -4.59358 -4.60881 -0.96226
H -4.42125 -6.33572 -0.54974
H -2.55729 -3.97011 -0.02917
H -1.95966 -5.42562 -0.67434
O -0.83761 6.98856 3.28098
S -1.92654 6.01890 3.53250
O -2.43522 5.91357 4.90014
C -3.35523 6.45348 2.41709
C -3.75886 5.11398 1.77398
C -2.46801 4.40618 1.43488
C -1.66722 4.34067 2.76014
H -2.96419 7.24294 1.77526
H -4.14067 6.95293 2.98430
H -4.27051 4.47266 2.49164
H -4.32793 5.23036 0.85164
H -1.98190 4.90240 0.59490
H -2.71403 3.39089 1.12384
H -0.62837 4.04426 2.61507
H -2.17590 3.65460 3.43738

Values from the calculation:
Structure (SMILES): C[C@H]1COC(=O)O1.C[C@H]1COC(=O)O1.C[C@H]1COC(=O)O1.C[C@H]1COC(=O)O1.C[C@H]1COC(=O)O1.O=S1(=O)CCCC1.O=S1(=O)CCCC1.O=S1(=O)CCCC1.O=S1(=O)CCCC1.O=S1(=O)CCCC1.O=S1(=O)CCCC1.O=S1(=O)CCCC1

***

[2]
Molecular formula: C48H88
Method: DFT, wB97M-V/def2-TZVPD

Element x y z (Å)
C 3.81059 1.69550 1.51985
C 3.07604 1.60303 2.70750
C 3.63230 2.04606 3.89141
C 4.86251 2.70129 3.94590
C 5.51604 2.91757 2.72024
C 4.97525 2.43487 1.54068
H 3.44027 1.09711 0.69803
H 2.12985 1.07581 2.70604
H 3.13235 1.87306 4.83922
H 5.31830 3.09696 4.83999
H 6.49515 3.37702 2.67663
H 5.56215 2.47512 0.62842
C -2.60363 -5.81674 0.38115
C -2.31110 -5.38428 1.66986
C -2.70497 -4.12417 2.09755
C -3.44360 -3.29040 1.27647
C -3.67923 -3.68715 -0.03832
C -3.23826 -4.92341 -0.48681
H -2.17444 -6.74129 0.02011
H -1.78640 -6.05340 2.34113
H -2.45351 -3.76913 3.09039
H -3.73166 -2.28950 1.57095
H -4.12060 -2.99357 -0.74319
H -3.34703 -5.25018 -1.51390
C -2.77243 -0.47575 4.02199
C -1.47186 -0.58588 3.50645
C -0.37485 -0.30718 4.30901
C -0.56918 0.18490 5.60313
C -1.85147 0.20483 6.13592
C -2.94574 -0.05204 5.31527
H -3.63353 -0.76630 3.43289
H -1.33225 -0.96199 2.50231
H 0.63962 -0.20512 3.94195
H 0.22019 0.61191 6.20831
H -2.03404 0.33908 7.19506
H -3.92240 0.04827 5.77480
C -4.33253 1.93747 0.31638
C -2.89176 1.79236 0.77161
C -2.19542 0.69713 -0.04098
C -0.67678 0.87767 -0.11564
C 0.27179 -0.25051 -0.51600
C -0.01779 -1.68894 -0.07653
H -4.82147 0.95803 0.33082
H -4.39897 2.31479 -0.70422
H -4.91453 2.57893 0.98057
H -2.36370 2.73112 0.56883
H -2.77968 1.60543 1.84028
H -2.60145 0.60965 -1.05452
H -2.26162 -0.32153 0.36180
H -0.35830 1.79485 -0.62573
H -0.34978 1.13539 0.90759
H 0.30603 -0.36548 -1.60796
H 1.26653 0.09484 -0.22691
H 0.83767 -2.35988 -0.05503
H -0.58130 -1.81524 0.85396
H -0.69941 -2.23087 -0.74524
C 0.85597 -3.92482 4.76014
C 1.73854 -4.33867 3.59903
C 1.97539 -3.23829 2.54651
C 3.41477 -3.01684 2.07983
C 3.51279 -1.95522 0.98462
C 4.97221 -1.59975 0.68304
H -0.13359 -3.49059 4.64329
H 1.37991 -3.13817 5.33462
H 0.92388 -4.66320 5.56800
H 2.62556 -4.86681 3.96171
H 1.24562 -5.17247 3.07969
H 1.70019 -2.25598 2.94985
H 1.30258 -3.51747 1.73634
H 4.05292 -2.72995 2.91893
H 3.72488 -4.00637 1.72188
H 3.03503 -2.34918 0.08554
H 3.02634 -1.02710 1.28597
H 5.12630 -0.68096 0.10010
H 5.41483 -1.19293 1.60499
H 5.70092 -2.30059 0.27927
C 0.85478 -5.05690 -1.36657
C 0.53717 -4.38218 -2.69514
C 1.71045 -4.43421 -3.70393
C 1.24818 -4.45105 -5.14854
C 2.29422 -4.21680 -6.23758
C 2.93686 -2.79879 -6.17415
H 0.05722 -4.88277 -0.63662
H 1.78853 -4.69664 -0.93438
H 0.85570 -6.14701 -1.43120
H -0.38087 -4.77900 -3.14340
H 0.24428 -3.33550 -2.56435
H 2.32848 -5.30251 -3.45264
H 2.32766 -3.56542 -3.45844
H 0.70372 -5.35763 -5.42697
H 0.47466 -3.67175 -5.18345
H 3.07952 -4.97001 -6.19773
H 1.83407 -4.19571 -7.22560
H 3.76166 -2.77162 -5.45323
H 3.27530 -2.46110 -7.14759
H 2.25306 -2.09725 -5.68716
C 0.43315 4.41958 -1.14038
C 1.55571 4.13792 -0.15123
C 1.69040 5.31565 0.81651
C 0.40326 5.78926 1.49488
C 0.53043 6.52646 2.83428
C 1.23248 7.87910 2.73789
H 0.43366 3.87967 -2.09123
H 0.46364 5.49247 -1.36768
H -0.59853 4.27439 -0.80627
H 1.23950 3.26565 0.43104
H 2.47881 3.93175 -0.68712
H 2.15394 6.14870 0.26663
H 2.49707 5.19408 1.55375
H -0.11651 6.44994 0.79585
H -0.23236 4.92533 1.71947
H -0.46574 6.55263 3.27858
H 1.12702 5.89726 3.50447
H 0.87882 8.56092 1.96527
H 1.03860 8.40340 3.67942
H 2.30010 7.68198 2.65320
C -2.77259 -0.08545 -5.22839
C -3.68432 0.91010 -6.01287
C -4.34722 1.92296 -5.11583
C -3.41845 3.03145 -4.56613
C -4.04363 3.85711 -3.45580
C -3.05249 4.80410 -2.77230
H -2.98693 -0.26415 -4.17405
H -1.78824 0.39275 -5.18194
H -2.68450 -1.01326 -5.78806
H -3.03367 1.36963 -6.76300
H -4.39853 0.30829 -6.57704
H -4.77314 1.35854 -4.27978
H -5.15396 2.47155 -5.61444
H -2.50693 2.51430 -4.23225
H -3.04863 3.55564 -5.45325
H -4.82444 4.48041 -3.90551
H -4.58806 3.24886 -2.73362
H -2.18684 5.10986 -3.36125
H -3.55152 5.76033 -2.59227
H -2.72499 4.37994 -1.82370

Values from the calculation:
Structure (SMILES): c1ccccc1.c1ccccc1.c1ccccc1.CCCCCC.CCCCCC.CCCCCC.CCCCCC.CCCCCC

***

no.,electronic energy (Ha)
1,-6849.738417
2,-1881.640830